71
Properties=species:S:1:pos:R:3 method="wB97M-V/def2-TZVPD" homo_energy_ev="-10.77 / -10.79" charge=+1 multiplicity=2 orbital_gap_ev="6.741 / 7.303"
Br 3.44883 0.09224 -3.92603
Br 1.63511 5.09272 -0.08738
Br 4.89816 3.08211 -4.35907
Br 3.97940 5.60093 -2.42535
As -0.64399 -1.83182 -1.33076
As -1.84188 1.25510 -1.28169
V 0.24157 0.33468 -0.21620
O 1.39578 0.26554 -1.61690
O 0.12324 -0.16636 1.41634
O 0.73635 2.14091 -0.16297
C -0.04515 -0.19241 3.78350
C 2.24356 3.72315 -1.21370
C -1.45031 2.73899 -2.44456
C -1.29012 -3.27876 -0.22255
C -1.37448 0.53435 3.76072
C -2.69607 -0.07884 -2.38437
C -3.89556 -1.99969 -3.99286
C -4.40683 -0.70913 -3.95463
C 3.21048 3.90524 -2.20468
C -2.18072 -1.37521 -2.42066
C -1.25298 1.96848 3.23849
C 2.41503 -1.55513 3.86013
C -2.78770 -2.33196 -3.22861
C 3.56162 -2.63808 1.35807
C 0.52854 -0.57957 4.99125
C 3.60027 2.83958 -3.02740
C 3.39241 -0.17043 0.91189
C 1.68182 2.46625 -1.05478
C 1.73950 -1.25161 5.03242
C 0.67091 -0.52062 2.63489
C 3.01767 1.58086 -2.86719
C 2.06398 1.41584 -1.88060
C -3.80865 0.25022 -3.15312
C 0.59872 -2.66448 -2.54704
C -2.45837 -0.25934 3.02490
C 1.89255 -1.19268 2.62436
C -3.19949 1.90929 -0.07717
C 2.62583 -1.43464 1.32332
H -2.36265 3.06219 -2.94311
H -1.69922 -4.07172 -0.84641
H 3.81937 -0.27450 -0.08718
H 2.16180 -1.53986 5.98552
H -0.51906 2.53450 3.81239
H -2.06117 -2.90512 0.44838
H -2.39977 -3.34310 -3.26863
H 0.00841 -0.34333 5.91152
H 3.35901 -2.08033 3.90785
H -2.76849 2.70626 0.52620
H -2.57608 -1.25721 3.44863
H -1.68714 0.60087 4.80554
H -5.27095 -0.45058 -4.55159
H 2.76429 0.72503 0.92951
H 4.41931 -2.45559 2.00693
H -1.04477 3.54717 -1.83768
H 1.87040 -1.64733 0.55190
H 0.10198 -3.44705 -3.11793
H 4.20687 0.00513 1.61702
H -2.22113 -0.37275 1.96477
H -0.71309 2.43292 -3.18474
H -4.03956 2.29331 -0.65410
H -0.46057 -3.66589 0.36750
H -4.21466 1.25500 -3.13431
H -2.21391 2.48002 3.32649
H 3.05666 -3.53876 1.70836
H -4.36059 -2.74848 -4.61985
H -0.94284 2.00191 2.19370
H 1.41697 -3.09453 -1.97087
H -3.53161 1.10189 0.57135
H 3.95397 -2.83002 0.35856
H -3.41905 0.25366 3.10350
H 0.99820 -1.89945 -3.20920